Here is a 2-piece molecular cluster, C2H6ClOP overall at a distorted geometry from the Open Molecules 2025 dataset. Energies are from ωB97M-V/def2-TZVPD.

Cartesian coordinates (Å):
1 C 0.119299 -0.182399 -1.371048
2 C -0.344996 0.658237 1.300564
3 O 2.980899 1.043928 -0.116488
4 P -0.023417 1.451840 -0.316893
5 Cl 3.005366 -0.612057 -0.162777
6 H -0.611643 -0.827158 -0.868611
7 H 1.162184 -0.465970 -1.208278
8 H -0.099763 0.102222 -2.396005
9 H -0.671779 1.253717 2.251369
10 H 0.612520 0.235752 1.587393
11 H -1.033941 -0.291435 1.086476

Atomic forces in eV per Å
-0.71 2.35 1.77
-1.56 -1.36 0.93
-0.99 -1.19 -0.02
0.89 -1.02 -0.64
0.55 1.31 0.29
0.36 -0.29 -0.69
-0.37 -0.44 -0.31
-0.03 -0.35 -0.03
0.27 -0.78 -2.21
0.40 -0.34 0.07
1.20 2.11 0.84

* lowest unoccupied orbital energy (spin up / spin down): -1.2335 / -2.2222 eV
* E_HOMO (spin up / spin down): -9.863 / -8.235 eV
* relative energy (zero: lowest compared OMol25 entry of this formula, charge and spin): 6.5060 eV
* energy: -956.3974 hartree
* net charge: 0

Here are the Mulliken charges for atoms 1 to 5, given in e: number 1, C, carries -0.553; number 2, C, carries -0.726; number 3, O, carries -0.347; number 4, P, carries 0.265; number 5, Cl, carries -0.010

---

Here is C2H6CsO6P as an isolated structure at a distorted geometry from the Open Molecules 2025 dataset. Energies are from ωB97M-V/def2-TZVPD.

Cartesian coordinates (Å):
1 Cs 20.966696 -2.170983 9.338272
2 P 21.924303 -0.298368 12.164146
3 O 21.732770 1.056512 12.987601
4 O 22.745274 -1.352139 12.999538
5 O 22.624118 0.001367 10.772850
6 O 20.493227 -0.844114 11.871922
7 C 21.706321 -2.289550 5.268256
8 C 20.864127 -3.090440 4.147826
9 O 21.563822 -3.217699 2.963677
10 O 20.910155 -2.087946 6.372969
11 H 21.948257 -1.349468 4.772462
12 H 22.664227 -2.739992 5.528306
13 H 19.946657 -2.556895 3.899458
14 H 20.685201 -4.131578 4.416346
15 H 21.701250 -4.158881 2.833778
16 H 20.055677 -1.839451 6.012826

Atomic forces in eV per Å
0.42 0.74 1.26
1.75 -2.33 -0.88
-0.16 -0.46 -0.49
-1.23 1.81 -1.14
-0.99 -0.26 1.41
0.24 0.49 0.19
-0.50 -0.58 -2.88
1.14 -0.18 1.50
1.15 0.04 -1.52
-0.60 -0.02 0.79
0.17 0.29 0.00
-0.30 -0.39 0.12
-0.31 0.12 0.57
-0.74 0.29 1.07
0.26 0.25 -0.32
-0.30 0.21 0.31

* lowest unoccupied orbital energy (spin up / spin down): 1.3483 / 1.3507 eV
* E_HOMO (spin up / spin down): -3.100 / -2.755 eV
* spin multiplicity: 2
* energy: -892.7943 hartree
* net charge: -1

Here are the Mulliken charges for atoms 1 to 5, given in e: number 1, Cs, carries 0.998; number 2, P, carries 0.786; number 3, O, carries -0.462; number 4, O, carries -0.708; number 5, O, carries -0.798

---

Here is one molecule with the formula C2H6FN3O at a distorted geometry from the Open Molecules 2025 dataset. Energies are from ωB97M-V/def2-TZVPD.

Cartesian coordinates (Å):
1 N -0.708610 1.849769 -1.413245
2 N 0.194281 1.554178 -0.402530
3 C 0.000448 0.389028 0.144760
4 C 0.974539 -0.170672 1.158256
5 F 1.767240 -1.114509 0.639035
6 N -1.106621 -0.433587 -0.263342
7 O -0.890554 -1.790774 0.123059
8 H -1.658068 1.586645 -1.238798
9 H -0.632856 2.849959 -1.607904
10 H 1.579641 0.673273 1.453407
11 H 0.344880 -0.606005 1.950122
12 H -1.267350 -0.402107 -1.267481
13 H -1.650230 -1.847653 0.710582

Atomic forces in eV per Å
0.82 1.01 -0.40
-0.42 -1.97 1.02
-0.01 0.65 -1.69
-2.08 1.41 0.16
0.95 -1.24 -0.71
1.17 0.63 0.38
-0.77 0.71 0.01
-0.62 -0.02 0.34
-0.18 -0.59 0.03
0.14 0.16 0.53
0.65 0.17 0.18
0.29 -0.11 -0.01
0.07 -0.82 0.17

* lowest unoccupied orbital energy: 0.8464 eV
* E_HOMO: -8.750 eV
* structure (SMILES): N/N=C(/CF)NO
* relative energy (zero: lowest compared OMol25 entry of this formula, charge and spin): 0.1868 eV
* energy: -419.0761 hartree
* net charge: 0

Here are the Mulliken charges for atoms 1 to 5, given in e: number 1, N, carries -0.524; number 2, N, carries -0.373; number 3, C, carries 0.443; number 4, C, carries -0.173; number 5, F, carries -0.265

---

Here is C2H6FO2Yb as an isolated structure at a distorted geometry from the Open Molecules 2025 dataset. Energies are from ωB97M-V/def2-TZVPD.

Cartesian coordinates (Å):
1 C 1.698820 0.206104 0.713620
2 O 0.591799 -0.123650 -0.098271
3 C -0.524144 0.778817 -0.112262
4 O -1.391722 0.259486 -1.033154
5 Yb -0.059471 -1.900779 -1.589969
6 H 2.370202 -0.657665 0.661392
7 H 2.199518 1.093777 0.300296
8 H 1.354528 0.375457 1.743931
9 H -0.137482 1.763480 -0.425899
10 H -0.943741 0.798185 0.909822
11 H -2.467554 -0.638237 -0.525352
12 F -2.690753 -1.954975 -0.544155

Atomic forces in eV per Å
-0.03 0.09 -0.05
0.39 -0.80 -0.19
-0.75 -0.10 -0.27
-1.35 -1.26 0.79
-1.27 0.64 0.47
-0.02 0.31 0.21
-0.02 -0.14 0.32
0.31 0.02 -0.17
-0.14 -0.06 0.20
0.17 0.23 -0.16
1.71 -2.03 -1.08
1.00 3.09 -0.06

* lowest unoccupied orbital energy (spin up / spin down): 0.2708 / -0.1692 eV
* E_HOMO (spin up / spin down): -5.363 / -8.351 eV
* spin multiplicity: 2
* energy: -1488.7495 hartree
* net charge: 0

Here are the Mulliken charges for atoms 1 to 5, given in e: number 1, C, carries -0.589; number 2, O, carries 0.095; number 3, C, carries -0.108; number 4, O, carries -0.905; number 5, Yb, carries 0.319

---

Here is C2H6FOSSn as an isolated structure at a distorted geometry from the Open Molecules 2025 dataset. Energies are from ωB97M-V/def2-TZVPD.

Cartesian coordinates (Å):
1 Sn -9.839882 -19.977694 -26.354839
2 F -10.312930 -17.587500 -24.619531
3 C -13.086209 -17.719937 -28.612003
4 S -13.793505 -18.333006 -27.052605
5 O -12.705756 -19.331241 -26.659195
6 C -13.363257 -16.724353 -26.157041
7 H -13.356010 -18.383272 -29.433763
8 H -12.008394 -17.595208 -28.507861
9 H -13.604010 -16.793757 -28.861344
10 H -13.446987 -16.610330 -25.076255
11 H -13.898112 -15.914989 -26.653988
12 H -12.341805 -16.452549 -26.423220

Atomic forces in eV per Å
-1.28 2.06 1.26
0.34 -1.63 -1.33
-1.24 0.32 -0.37
2.89 0.80 0.75
-0.64 -0.07 0.08
0.27 0.39 -1.01
0.24 -0.38 0.25
-0.19 -0.03 0.16
0.27 0.28 0.07
-0.31 -0.84 -0.14
-0.72 -0.19 0.07
0.35 -0.71 0.22

* lowest unoccupied orbital energy (spin up / spin down): -1.3670 / -1.2351 eV
* E_HOMO (spin up / spin down): -7.550 / -9.025 eV
* spin multiplicity: 2
* energy: -867.2447 hartree
* net charge: 0

Here are the Mulliken charges for atoms 1 to 5, given in e: number 1, Sn, carries 0.721; number 2, F, carries -0.780; number 3, C, carries -0.888; number 4, S, carries 0.440; number 5, O, carries -0.557

---

Here is C2H6GaO3 as an isolated structure at a distorted geometry from the Open Molecules 2025 dataset. Energies are from ωB97M-V/def2-TZVPD.

Cartesian coordinates (Å):
1 C 1.942365 -0.290387 -0.193738
2 O 0.749793 0.457079 0.078123
3 C -0.409507 0.000709 -0.312782
4 O -1.206080 0.883609 -0.730741
5 Ga -0.673035 2.461506 -1.436415
6 H 2.187181 -0.870320 0.701909
7 H 1.792933 -0.960570 -1.048656
8 H 2.724302 0.439964 -0.416958
9 H -0.586266 -1.069254 -0.486376
10 O -2.187385 -0.764562 1.236473
11 H -1.762033 -0.313572 1.973294
12 H -2.572268 0.025799 0.635867

Atomic forces in eV per Å
1.58 -1.59 0.29
-2.65 0.40 -0.78
3.27 -0.86 0.48
-2.07 0.47 -0.42
0.22 0.84 -0.13
0.11 0.18 -0.23
-0.01 0.21 0.21
-0.24 -0.12 0.16
-0.10 0.27 0.13
-0.39 3.01 -2.92
-0.27 0.03 0.65
0.54 -2.83 2.56

* lowest unoccupied orbital energy (spin up / spin down): -10.8383 / -15.1884 eV
* E_HOMO (spin up / spin down): -19.958 / -19.770 eV
* relative energy (zero: lowest compared OMol25 entry of this formula, charge and spin): 0.2672 eV
* spin multiplicity: 2
* energy: -2229.4735 hartree
* net charge: +2

Here are the Mulliken charges for atoms 1 to 5, given in e: number 1, C, carries -0.622; number 2, O, carries -0.303; number 3, C, carries 0.457; number 4, O, carries -0.223; number 5, Ga, carries 1.075

---

Here is C2H6GdO2 as an isolated structure at a distorted geometry from the Open Molecules 2025 dataset. Energies are from ωB97M-V/def2-TZVPD.

Cartesian coordinates (Å):
1 C -1.484329 0.387195 0.156527
2 C -0.231224 -0.207141 -0.422172
3 O 0.875877 0.027946 0.536558
4 H -2.279428 0.240317 -0.586097
5 H -1.787753 -0.122720 1.080052
6 H -1.374915 1.462922 0.338167
7 H 0.111131 0.290462 -1.333653
8 H -0.282522 -1.292066 -0.561455
9 H 0.690046 -0.421077 1.412445
10 Gd 3.758571 0.393825 -0.820721
11 O 2.004546 -0.759668 0.200347

Atomic forces in eV per Å
0.16 0.35 0.48
-1.87 -0.55 -1.60
1.30 -1.04 1.59
0.11 -0.04 0.05
-0.03 0.05 -0.20
-0.14 -0.19 -0.07
-0.03 0.03 0.09
0.06 0.16 0.04
-0.52 0.72 0.23
-0.30 -0.62 0.45
1.25 1.14 -1.06

* lowest unoccupied orbital energy (spin up / spin down): -16.1919 / -19.1335 eV
* E_HOMO (spin up / spin down): -24.112 / -24.103 eV
* relative energy (zero: lowest compared OMol25 entry of this formula, charge and spin): 0.0000 eV
* spin multiplicity: 8
* energy: -994.4544 hartree
* net charge: +3

Here are the Mulliken charges for atoms 1 to 5, given in e: number 1, C, carries -1.111; number 2, C, carries -0.135; number 3, O, carries 0.090; number 4, H, carries 0.360; number 5, H, carries 0.418

---

Here is a 2-piece molecular cluster, C2H6I2NP overall at a distorted geometry from the Open Molecules 2025 dataset. Energies are from ωB97M-V/def2-TZVPD.

Cartesian coordinates (Å):
1 C 0.406427 -0.591603 0.224573
2 C -0.666790 0.333125 -0.476872
3 N -1.067601 1.529169 0.188288
4 P -0.619633 4.217800 -1.262794
5 I 1.310488 3.226184 -2.330909
6 I -2.428082 3.671360 -2.647161
7 H -0.203828 -1.185561 0.910459
8 H 0.671706 -1.358179 -0.414228
9 H 1.227170 -0.217721 0.667341
10 H 0.020377 0.710330 -1.443652
11 H -1.506249 -0.181071 -0.958434
12 H -0.392187 2.099720 0.696440

Atomic forces in eV per Å
-5.47 -0.99 -0.37
3.53 2.53 -1.48
-0.95 0.48 -0.89
0.53 -1.51 1.14
-0.23 -0.06 -0.02
-0.60 -0.10 -0.65
0.31 0.30 0.79
0.91 -1.28 -1.96
2.54 1.94 1.46
-1.30 -0.38 1.37
0.16 -0.02 0.59
0.57 -0.89 0.02

* lowest unoccupied orbital energy: -2.1534 eV
* E_HOMO: -7.617 eV
* relative energy (zero: lowest compared OMol25 entry of this formula, charge and spin): 3.9902 eV
* energy: -1071.1710 hartree
* net charge: 0

Here are the Mulliken charges for atoms 1 to 5, given in e: number 1, C, carries -1.200; number 2, C, carries -0.018; number 3, N, carries -0.516; number 4, P, carries -0.040; number 5, I, carries 0.013

---

Here is C2H6I2Si2 as an isolated structure at a distorted geometry from the Open Molecules 2025 dataset. Energies are from ωB97M-V/def2-TZVPD.

Cartesian coordinates (Å):
1 C -0.552948 -0.884546 -1.021097
2 C 0.475485 1.048398 0.567117
3 Si -0.824123 0.996760 -0.869389
4 Si 0.982709 -0.834425 0.247068
5 I -0.287664 -1.581542 3.951891
6 I 3.300360 -1.711605 0.323178
7 H -1.162496 -1.500509 -0.369869
8 H -0.581099 -1.452184 -1.952722
9 H 1.347229 1.626006 0.241218
10 H 0.127364 1.282192 1.576374
11 H -0.426680 1.957034 -1.899706
12 H -2.398138 1.054421 -0.794063

Atomic forces in eV per Å
1.94 -0.91 -0.14
0.06 -1.02 -0.49
-1.22 -1.01 0.97
-1.58 1.32 0.35
0.33 0.14 -1.12
-1.02 0.41 -0.20
-0.86 0.32 0.42
0.39 0.19 -0.07
-0.17 0.39 0.36
0.39 0.00 -0.13
0.23 -0.21 -0.39
1.50 0.40 0.43

* lowest unoccupied orbital energy (spin up / spin down): -1.9173 / -2.6334 eV
* E_HOMO (spin up / spin down): -8.472 / -7.658 eV
* relative energy (zero: lowest compared OMol25 entry of this formula, charge and spin): 2.9424 eV
* energy: -1254.1206 hartree
* net charge: 0

Here are the Mulliken charges for atoms 1 to 5, given in e: number 1, C, carries -0.781; number 2, C, carries -0.769; number 3, Si, carries 0.376; number 4, Si, carries 0.275; number 5, I, carries -0.392

---

Here is an isolated ion of composition C2H6IN2O and charge +1 at a distorted geometry from the Open Molecules 2025 dataset. Energies are from ωB97M-V/def2-TZVPD.

Cartesian coordinates (Å):
1 C 0.775311 -0.604385 1.299657
2 C 0.213102 -0.143583 0.012328
3 N 0.721118 -0.518378 -1.135284
4 N -0.779397 0.737374 0.031069
5 O -1.123974 1.362474 -1.096931
6 I -3.314812 1.475764 -1.725168
7 H 1.461251 0.156015 1.680119
8 H 0.007530 -0.753834 2.051713
9 H 1.338229 -1.525304 1.173825
10 H 1.488774 -1.169442 -1.195694
11 H 0.344233 -0.142978 -1.998877
12 H -1.131366 1.126279 0.903243

Atomic forces in eV per Å
0.27 -0.01 0.30
-0.32 0.31 -0.11
-0.13 0.05 -0.43
-0.18 -0.39 0.53
-1.72 0.60 -1.15
2.12 -0.40 0.79
0.01 0.01 -0.06
-0.15 -0.05 0.00
-0.06 -0.05 -0.03
-0.09 0.02 0.16
0.07 -0.01 0.14
0.17 -0.09 -0.14

* lowest unoccupied orbital energy (spin up / spin down): -6.4871 / -6.4878 eV
* E_HOMO (spin up / spin down): -13.975 / -13.976 eV
* structure (SMILES): C/C(N)=[NH+]/OI
* relative energy (zero: lowest compared OMol25 entry of this formula, charge and spin): 1.5264 eV
* energy: -561.9254 hartree
* net charge: +1

Here are the Mulliken charges for atoms 1 to 5, given in e: number 1, C, carries -1.161; number 2, C, carries 0.775; number 3, N, carries -0.326; number 4, N, carries 0.146; number 5, O, carries -0.632